Version one
Below is a 13-piece molecular cluster, H26O13 overall, with properties calculated with ωB97M-V/def2-TZVPD.

Atoms and positions in Å:
1 H -0.0473 -0.0206 0.7282
2 H 0.5517 -0.4015 -0.6158
3 H -1.4110 -1.1923 -2.0582
4 H -2.3138 -1.4148 -3.2605
5 H 3.9138 -2.3470 -1.9046
6 H 5.4142 -2.3045 -1.6656
7 H -4.0237 -1.3697 2.0513
8 H -3.0647 -2.5020 1.7222
9 H -1.3038 2.3515 1.5116
10 H -1.0718 2.4276 3.0117
11 H 2.3245 1.6648 2.5475
12 H 1.8245 2.9671 1.9443
13 H 3.3828 -4.9979 0.2616
14 H 2.1901 -4.0627 0.3751
15 H -2.6566 -2.5722 -0.9284
16 H -2.2880 -1.3205 -0.1490
17 H -4.6231 -0.8064 -2.0576
18 H -4.3143 -0.1912 -0.7025
19 H 1.8677 1.1975 -1.5701
20 H 1.2103 1.5960 -0.2590
21 H 1.2056 3.7369 -2.0462
22 H 1.2814 4.8425 -3.0864
23 H 0.5212 3.7490 0.0273
24 H -0.4861 3.8352 1.1622
25 H 2.0382 -1.7378 3.6260
26 H 1.1428 -2.2266 2.4993
27 O -0.1047 -0.6838 0.0311
28 O -1.8638 -1.8863 -2.5504
29 O 4.7161 -1.8946 -2.1887
30 O -3.9993 -2.3151 1.8653
31 O -1.4825 2.9036 2.2812
32 O 2.6327 2.5118 2.2061
33 O 3.1533 -4.0651 0.3403
34 O -2.9554 -1.6738 -0.7480
35 O -4.3032 0.0044 -1.6463
36 O 1.0195 1.4582 -1.1937
37 O 0.8840 3.9800 -2.9217
38 O -0.2736 4.2189 0.3040
39 O 1.3125 -1.4586 3.0564

Results
M: 234.19 g mol⁻¹
HOMO energy: -9.2 eV
Kohn-Sham gap: 8.5 eV

In elementary charge units, the natural (NBO) charges are: 0.461, 0.495, 0.478, 0.476, 0.473, 0.470, 0.462, 0.461, 0.471, 0.478, 0.471, 0.459, 0.475, 0.470, 0.483, 0.462, 0.467, 0.475, 0.489, 0.458, 0.460, 0.466, 0.439, 0.470, 0.476, 0.476, -0.964, -0.954, -0.943, -0.924, -0.922, -0.929, -0.945, -0.949, -0.940, -0.937, -0.927, -0.934, -0.952

***

Version two
Below is a 13-piece molecular cluster, H26O13 overall, with properties calculated with ωB97M-V/def2-TZVPD.

Atoms and positions in Å:
1 H 1.1950 -0.3517 0.5830
2 H 0.7749 -0.0933 -0.8546
3 H 0.1149 -4.2431 -0.1992
4 H 0.0558 -2.7285 -0.3107
5 H 0.6099 2.8545 -0.3356
6 H -0.0254 1.7484 0.4907
7 H -2.0338 -2.2094 -0.8297
8 H -1.8000 -0.7095 -0.9035
9 H 2.7877 -1.3079 1.6889
10 H 1.7266 -2.3810 1.5084
11 H 0.1214 4.1802 -1.3444
12 H -1.1469 4.7541 -0.7344
13 H -2.2078 -0.2717 1.0239
14 H -3.5143 0.2037 1.6380
15 H -0.6358 -4.3158 -3.0213
16 H 0.3561 -4.0644 -1.8975
17 H -1.2716 2.6059 1.1895
18 H -1.3709 2.1336 2.6307
19 H -0.7433 -0.7006 4.1105
20 H 0.3776 -1.4761 4.7830
21 H -0.8173 2.2814 -3.4666
22 H -0.6461 0.9243 -4.1290
23 H 2.6537 2.9540 3.0395
24 H 1.9074 3.8637 2.0773
25 H 1.5914 -1.3941 -2.3375
26 H 2.1568 -1.8054 -3.6871
27 O 0.7190 -0.7521 -0.1533
28 O -0.4950 -3.5170 -0.3718
29 O 0.1376 2.0186 -0.4200
30 O -2.1254 -1.4543 -1.4215
31 O 2.5478 -2.0523 1.1256
32 O -0.4834 4.0674 -0.6025
33 O -2.6003 -0.0041 1.8626
34 O 0.1366 -4.6981 -2.5898
35 O -1.3207 2.9331 2.0948
36 O -0.5533 -1.2467 4.8817
37 O -1.0265 1.7980 -4.2738
38 O 2.7826 3.5020 2.2571
39 O 2.0650 -1.0456 -3.1012

Results
M: 234.19 g mol⁻¹
HOMO energy: -11.1 eV
Kohn-Sham gap: 10.4 eV

In elementary charge units, the natural (NBO) charges are: 0.478, 0.505, 0.482, 0.495, 0.487, 0.454, 0.486, 0.452, 0.462, 0.464, 0.471, 0.491, 0.466, 0.485, 0.473, 0.462, 0.466, 0.475, 0.468, 0.461, 0.464, 0.476, 0.467, 0.474, 0.468, 0.477, -0.983, -0.961, -0.946, -0.938, -0.922, -0.954, -0.952, -0.955, -0.942, -0.929, -0.939, -0.940, -0.946

***

Of them, version two has the highest stability.

***

Version one
Below is a 13-piece molecular cluster, H26O13 overall, with properties calculated with ωB97M-V/def2-TZVPD.

Atoms and positions in Å:
1 O -1.0604 0.6196 -1.8743
2 H -1.3398 1.0301 -2.7383
3 H -1.7113 0.9463 -1.2812
4 O 1.4952 3.4729 -0.0302
5 H 2.1928 3.1149 0.5354
6 H 1.4453 2.8371 -0.7455
7 O -0.8911 -2.4671 -0.0928
8 H -1.2998 -2.4184 -0.9851
9 H -1.6254 -2.3569 0.5060
10 O 3.3102 -2.5040 0.3142
11 H 3.7320 -3.3192 -0.0040
12 H 2.4238 -2.7958 0.1282
13 O -1.9892 -2.0797 -2.3521
14 H -1.7391 -1.1576 -2.1490
15 H -2.8595 -2.3035 -2.2298
16 O 2.9510 0.6379 0.5590
17 H 2.1990 0.0191 0.6848
18 H 3.5154 0.3216 1.3006
19 O -1.3850 0.0772 2.7947
20 H -1.6616 0.3229 3.6667
21 H -0.8052 -0.6398 2.9876
22 O -2.7404 0.2849 0.2556
23 H -3.6165 -0.0156 0.4696
24 H -2.3350 0.1631 1.1350
25 O -0.2140 2.3957 2.1640
26 H 0.7382 2.4492 2.1639
27 H -0.5487 1.5276 2.4734
28 O 1.5606 1.7567 -2.1514
29 H 0.7998 1.2334 -1.9362
30 H 2.1670 1.0303 -2.0435
31 O -1.6655 3.2900 0.0685
32 H -1.1207 2.9913 0.8628
33 H -2.0772 4.1086 0.3011
34 O 1.1966 -3.8634 -1.4191
35 H 0.7841 -3.4916 -0.6341
36 H 1.8769 -4.4707 -1.1271
37 O 0.4140 -0.1694 0.3336
38 H 0.0969 -1.0504 0.0997
39 H -0.2139 0.4728 -0.0106

Results
M: 234.20 g mol⁻¹
HOMO energy: -9.6 eV
Kohn-Sham gap: 9.2 eV

In elementary charge units, the natural (NBO) charges are: -0.986, 0.497, 0.516, -0.975, 0.458, 0.492, -1.003, 0.498, 0.475, -0.919, 0.457, 0.456, -0.949, 0.517, 0.478, -0.971, 0.496, 0.459, -0.939, 0.488, 0.495, -0.972, 0.471, 0.497, -0.983, 0.497, 0.489, -0.944, 0.482, 0.479, -1.005, 0.506, 0.462, -0.938, 0.480, 0.459, -1.007, 0.495, 0.489

***

Version two
Below is a 13-piece molecular cluster, H26O13 overall, with properties calculated with ωB97M-V/def2-TZVPD.

Atoms and positions in Å:
1 O 0.1150 1.0352 -3.9141
2 H -0.3519 1.2676 -3.1028
3 H 0.8495 1.6257 -3.9962
4 O -3.0294 -0.9999 0.1775
5 H -2.5918 -1.8333 -0.0853
6 H -2.4976 -0.4947 -0.4762
7 O -1.6674 -2.8419 -1.6161
8 H -1.8398 -3.7644 -1.6729
9 H -0.9479 -2.7001 -1.0412
10 O 1.3168 3.3224 1.0012
11 H 1.2012 2.6672 0.3536
12 H 1.1246 4.0733 0.4602
13 O -1.7323 0.4028 -1.5142
14 H -1.9910 1.2883 -1.2592
15 H -2.2442 0.2023 -2.3432
16 O 0.2341 0.0565 0.5956
17 H 0.0535 -0.8053 0.8492
18 H 0.0940 0.1969 -0.3457
19 O 2.6753 0.3126 1.5744
20 H 3.3172 0.1356 0.8593
21 H 1.9234 0.1546 1.0176
22 O 0.7210 2.1131 -1.3984
23 H 1.0471 2.9471 -1.7821
24 H 1.4508 1.5028 -1.4421
25 O 1.1948 1.5837 3.4223
26 H 1.0096 2.4519 3.0645
27 H 1.7119 1.0296 2.8811
28 O -0.7479 -2.7246 0.9827
29 H -1.4855 -3.3722 0.9367
30 H -0.0422 -3.0970 1.5189
31 O -1.5559 1.4090 1.8565
32 H -0.8288 0.9312 1.4565
33 H -2.1239 1.8137 1.1558
34 O 0.5723 -1.2447 -2.3838
35 H 0.6541 -0.3919 -2.8106
36 H -0.3053 -1.5668 -2.2635
37 O 1.5239 -2.2968 2.7198
38 H 0.9651 -1.7285 3.2675
39 H 2.2279 -2.6609 3.2968

Results
M: 234.20 g mol⁻¹
HOMO energy: -9.5 eV
Kohn-Sham gap: 9.0 eV

In elementary charge units, the natural (NBO) charges are: -0.948, 0.492, 0.470, -0.969, 0.453, 0.463, -0.968, 0.485, 0.493, -0.928, 0.469, 0.447, -0.951, 0.496, 0.505, -0.962, 0.509, 0.504, -0.963, 0.464, 0.482, -0.960, 0.488, 0.487, -0.987, 0.492, 0.483, -0.992, 0.487, 0.512, -0.960, 0.484, 0.439, -0.993, 0.486, 0.482, -0.973, 0.492, 0.488

***

Version three
Below is a 13-piece molecular cluster, H26O13 overall, with properties calculated with ωB97M-V/def2-TZVPD.

Atoms and positions in Å:
1 H 0.4814 0.6399 -0.2607
2 H -0.6463 -0.0109 0.5233
3 H -4.1184 -3.4465 2.1393
4 H -2.6163 -3.5960 2.3167
5 H -2.8623 -3.2543 -0.1727
6 H -3.9838 -2.2873 0.1697
7 H -0.9167 2.2330 -1.8541
8 H -2.3929 1.8737 -1.8129
9 H -0.2154 -4.2466 0.4536
10 H 0.0435 -2.7602 0.2700
11 H 2.9039 3.2256 3.2562
12 H 3.2905 1.8686 2.6914
13 H 0.3782 -1.7920 -2.7641
14 H 1.2422 -2.7615 -1.9744
15 H 2.4930 1.5895 -0.8746
16 H 2.1363 0.4669 0.0859
17 H 0.2072 2.7307 0.9107
18 H 0.5732 3.7231 2.0022
19 H -3.4439 -2.8454 -4.1320
20 H -3.2690 -1.8407 -3.0050
21 H 5.4084 0.1455 -0.3435
22 H 4.7447 0.9348 0.7730
23 H 1.5733 2.8963 -0.4177
24 H 2.9015 3.3835 0.1378
25 H -2.1180 2.3469 2.1363
26 H -1.6815 1.3157 1.1086
27 O -0.1820 -0.0567 -0.3201
28 O -3.3698 -3.9849 1.8586
29 O -3.0282 -2.3317 0.0516
30 O -1.7565 2.4193 -2.2887
31 O 0.4899 -3.5900 0.4727
32 O 3.0530 2.7635 2.4236
33 O 0.7122 -2.6960 -2.7768
34 O 1.9933 0.7672 -0.8187
35 O 0.6497 3.5751 1.0528
36 O -3.9452 -2.2888 -3.5255
37 O 5.5624 0.4765 0.5486
38 O 2.1569 2.8074 0.3443
39 O -2.4484 1.6068 1.6148

Results
M: 234.19 g mol⁻¹
HOMO energy: -9.2 eV
Kohn-Sham gap: 8.7 eV

In elementary charge units, the natural (NBO) charges are: 0.468, 0.445, 0.468, 0.475, 0.481, 0.468, 0.460, 0.474, 0.470, 0.479, 0.472, 0.470, 0.472, 0.477, 0.485, 0.473, 0.441, 0.468, 0.469, 0.475, 0.473, 0.460, 0.455, 0.482, 0.470, 0.445, -0.952, -0.943, -0.951, -0.933, -0.948, -0.937, -0.949, -0.950, -0.910, -0.943, -0.932, -0.909, -0.919

***

Of them, version one has the highest stability.

***

Version one
Below is a 2-piece molecular cluster, C3H3Cl2NS overall, with properties calculated with ωB97M-V/def2-TZVPD.

Atoms and positions in Å:
1 C -1.7358 -0.5500 0.0880
2 C -0.7388 -1.0378 0.4949
3 C 1.2270 0.9713 -0.3188
4 N 0.3049 1.6616 0.1155
5 S 0.6991 -1.8179 0.8148
6 Cl 1.5991 0.7550 -1.9879
7 Cl -0.6433 2.6616 -0.9213
8 H -2.7468 -0.2423 0.0342
9 H 0.1745 -2.8823 1.2145
10 H 1.8600 0.4809 0.4661

Results
SMILES: Cl/C=N\Cl.C#CS
M: 156.04 g mol⁻¹
HOMO energy: -9.3 eV
Kohn-Sham gap: 9.8 eV

In elementary charge units, the natural (NBO) charges are: -0.204, -0.267, 0.039, -0.398, 0.100, 0.007, 0.119, 0.240, 0.129, 0.234

***

Version two
Below is an isolated molecule of C3H3Cl2NS, with properties calculated with ωB97M-V/def2-TZVPD.

Atoms and positions in Å:
1 C 0.2106 -0.1397 0.7574
2 C -0.9761 0.0645 0.2035
3 C 1.4437 0.2246 -0.2661
4 N 0.8171 0.8029 -1.4134
5 S -0.9191 0.6389 -1.4202
6 Cl 2.5253 -1.1040 -0.6201
7 Cl 2.4344 1.4187 0.7472
8 H 0.6859 -0.2730 1.7923
9 H -1.9769 -0.0541 0.6590
10 H 1.2527 0.8910 -2.2978

Results
SMILES: ClC1(Cl)C=CSN1
M: 156.04 g mol⁻¹
HOMO energy: -8.3 eV
Kohn-Sham gap: 8.8 eV

In elementary charge units, the natural (NBO) charges are: -0.246, -0.404, 0.090, -0.781, 0.491, 0.002, -0.091, 0.261, 0.262, 0.417

***

Of them, version two has the highest stability.

***

Version one
Below is a 2-piece molecular cluster, C8H16O2 overall, with properties calculated with ωB97M-V/def2-TZVPD.

Atoms and positions in Å:
1 O -3.3010 -3.2722 1.1876
2 C -3.3733 -4.0408 -0.0278
3 C -3.1087 -1.9142 0.9679
4 C -2.6978 -2.9659 -1.0293
5 C -2.0317 -1.9233 -0.1796
6 H -2.8046 -4.9593 0.2141
7 H -4.4156 -4.3394 -0.2513
8 H -4.0874 -1.5242 0.6280
9 H -2.7427 -1.2489 1.7735
10 H -1.9934 -3.4454 -1.7358
11 H -3.4854 -2.4667 -1.6260
12 H -1.9773 -0.8805 -0.5473
13 H -1.0203 -2.2113 0.1663
14 O 2.1260 1.8153 0.9656
15 C 1.5708 2.2246 -0.2878
16 C 3.3548 2.4436 1.2278
17 C 2.8373 2.7706 -1.0372
18 C 3.7074 3.3838 0.0779
19 H 1.0242 1.3663 -0.7239
20 H 0.8415 3.0421 -0.1285
21 H 3.2136 2.9935 2.1781
22 H 4.1520 1.6926 1.3887
23 H 3.4712 1.9872 -1.4952
24 H 2.6888 3.5671 -1.7915
25 H 3.2762 4.3863 0.2641
26 H 4.7757 3.5193 -0.1785

Results
SMILES: C1CCOC1.C1CCOC1
M: 144.21 g mol⁻¹
HOMO energy: -9.5 eV
Kohn-Sham gap: 10.4 eV

In elementary charge units, the natural (NBO) charges are: -0.550, -0.065, -0.059, -0.442, -0.433, 0.187, 0.175, 0.151, 0.196, 0.213, 0.207, 0.211, 0.209, -0.537, -0.069, -0.070, -0.432, -0.432, 0.195, 0.162, 0.176, 0.171, 0.204, 0.214, 0.195, 0.223

***

Version two
Below is an isolated molecule of C8H16O2, with properties calculated with ωB97M-V/def2-TZVPD.

Atoms and positions in Å:
1 C 0.4340 2.1206 0.1488
2 C 1.0693 0.7701 0.4448
3 C 0.2251 -0.2020 1.3206
4 C -0.8372 0.3288 2.2656
5 C -0.1465 -0.9787 0.0357
6 C -1.5562 -0.9061 -0.4332
7 O -1.8039 -1.2552 -1.7676
8 C 1.0182 -0.2877 -0.7005
9 C 0.9006 0.1824 -2.1385
10 H -0.5833 2.0322 -0.2589
11 H 0.3755 2.7276 1.0637
12 H 1.0376 2.6788 -0.5813
13 H 2.0829 0.9403 0.8354
14 H 0.9198 -0.8334 1.8977
15 H -1.5341 1.0113 1.7594
16 H -1.4256 -0.4944 2.6955
17 H -0.3724 0.8816 3.0949
18 H -1.8883 -1.9755 0.1794
19 H -2.0082 0.0814 -0.2914
20 H 1.9009 -0.9419 -0.6105
21 H 0.0224 0.8251 -2.2910
22 H 1.7922 0.7600 -2.4241
23 H 0.8211 -0.6702 -2.8273
24 H -0.9632 -1.3585 -2.2249
25 O -0.1773 -2.6029 0.2406
26 H 0.6964 -2.8336 0.5672

Results
SMILES: C[C@H]1[C@@H](C)[C@@](O)(CO)[C@H]1C
M: 144.21 g mol⁻¹
HOMO energy: -9.5 eV
Kohn-Sham gap: 10.3 eV

In elementary charge units, the natural (NBO) charges are: -0.627, -0.194, -0.239, -0.620, 0.279, -0.138, -0.722, -0.256, -0.626, 0.204, 0.219, 0.216, 0.205, 0.212, 0.207, 0.227, 0.215, 0.247, 0.181, 0.217, 0.219, 0.222, 0.209, 0.467, -0.782, 0.458

***

Of them, version one has the highest stability.